This record from OMol25 describes a 20-piece molecular cluster, C20H80N40O20 overall in a non-equilibrium geometry. The level of theory is ωB97M-V with the def2-TZVPD basis set.

The calculation puts the HOMO energy at -8.6562 eV. As for the total charge: 0. The HOMO-LUMO gap is 8.062 eV. The value obtained for the total energy is -4505.63937 Eh. The value obtained for the relative energy (zero: lowest compared OMol25 entry of this formula, charge and spin) is 1165.8 kJ/mol.

The geometry in XYZ format:
```
160
C20H80N40O20 | OMol25 | ωB97M-V with the def2-TZVPD basis set
C -3.485 2.920 -3.007
O -4.659 3.064 -2.834
N -2.856 3.395 -3.999
N -2.777 2.383 -2.078
H -3.257 3.886 -4.786
H -1.854 3.282 -3.946
H -1.779 2.516 -2.163
H -3.111 2.020 -1.197
C -0.810 3.814 2.610
O 0.051 4.458 3.194
N -1.636 4.235 1.664
N -0.856 2.540 2.874
H -2.062 3.424 1.239
H -1.358 5.055 1.144
H -1.499 1.967 2.346
H -0.047 2.177 3.357
C -5.021 4.657 0.589
O -5.791 3.706 0.468
N -4.123 4.925 -0.386
N -4.831 5.466 1.566
H -4.041 4.181 -1.065
H -3.475 5.680 -0.214
H -5.460 5.363 2.350
H -4.025 6.068 1.477
C 0.880 2.235 -3.576
O 0.043 2.943 -3.974
N 1.373 2.232 -2.338
N 1.392 1.260 -4.294
H 0.783 2.695 -1.661
H 2.142 1.615 -2.119
H 1.999 0.591 -3.841
H 1.053 1.087 -5.230
C -3.823 1.268 1.714
O -3.209 1.576 0.763
N -4.456 1.984 2.591
N -4.055 0.019 1.970
H -5.172 1.521 3.132
H -4.504 2.974 2.398
H -4.410 -0.297 2.862
H -3.606 -0.615 1.325
C 2.981 -5.312 -2.970
O 1.869 -4.904 -2.806
N 3.470 -5.761 -4.056
N 3.770 -5.490 -1.950
H 4.385 -6.187 -4.009
H 2.874 -5.840 -4.867
H 4.592 -6.074 -2.012
H 3.633 -4.862 -1.171
C -6.531 0.167 -2.780
O -7.038 -0.944 -2.491
N -6.989 1.304 -2.323
N -5.614 0.330 -3.590
H -6.604 2.157 -2.702
H -7.933 1.303 -1.962
H -5.302 -0.320 -4.297
H -5.095 1.177 -3.406
C 0.143 -0.289 0.482
O 1.245 0.065 0.881
N -0.242 -1.522 0.391
N -0.783 0.431 -0.125
H 0.371 -2.294 0.609
H -1.205 -1.770 0.210
H -0.655 1.433 -0.102
H -1.570 0.050 -0.629
C 0.234 -0.709 5.023
O -0.228 0.259 5.601
N -0.355 -1.833 4.780
N 1.404 -0.731 4.414
H 0.044 -2.454 4.090
H -1.306 -1.992 5.079
H 1.603 -1.588 3.916
H 1.920 0.136 4.366
C -2.831 -1.765 -3.998
O -3.742 -2.517 -3.777
N -1.869 -1.837 -4.881
N -2.484 -0.862 -3.133
H -1.237 -1.097 -5.150
H -2.128 -2.454 -5.638
H -1.892 -0.098 -3.426
H -2.978 -1.031 -2.268
C 3.621 -0.823 -1.920
O 3.055 0.073 -2.513
N 4.648 -1.471 -2.436
N 3.652 -1.091 -0.634
H 5.042 -2.314 -2.042
H 4.941 -1.130 -3.340
H 4.085 -1.976 -0.414
H 3.014 -0.727 0.060
C 6.019 -3.457 -0.046
O 4.845 -3.702 -0.282
N 6.974 -4.190 -0.482
N 6.479 -2.557 0.813
H 6.814 -4.936 -1.143
H 7.850 -4.113 0.016
H 7.433 -2.226 0.829
H 5.804 -2.232 1.490
C 0.758 4.989 -0.605
O -0.028 4.600 -1.464
N 2.073 4.694 -0.481
N 0.547 6.012 0.215
H 2.670 4.970 0.285
H 2.360 4.076 -1.226
H 1.249 6.234 0.906
H -0.279 6.559 0.020
C -3.585 -2.697 -0.023
O -2.961 -1.688 -0.056
N -4.019 -3.355 0.982
N -3.878 -3.316 -1.092
H -4.617 -4.146 0.792
H -3.730 -3.088 1.912
H -4.646 -3.971 -1.052
H -3.541 -2.818 -1.904
C 3.045 3.183 5.397
O 4.081 2.919 5.934
N 1.858 3.043 5.881
N 2.986 3.579 4.149
H 1.100 3.255 5.247
H 1.750 2.728 6.834
H 2.117 3.958 3.799
H 3.835 3.801 3.650
C -0.564 -5.682 -0.175
O -0.004 -6.736 -0.135
N -1.467 -5.245 0.661
N -0.184 -4.740 -0.959
H -1.892 -5.710 1.450
H -1.926 -4.380 0.413
H -0.680 -3.861 -1.005
H 0.512 -4.958 -1.658
C 7.720 1.401 -0.432
O 8.007 0.604 0.401
N 8.564 2.227 -0.967
N 6.604 1.560 -0.949
H 9.537 2.053 -0.762
H 8.170 3.041 -1.418
H 6.380 2.352 -1.534
H 5.828 0.924 -0.827
C 4.561 1.824 1.614
O 5.403 2.725 1.728
N 4.845 0.592 1.659
N 3.297 2.033 1.421
H 5.738 0.389 2.086
H 4.194 -0.058 1.243
H 2.586 1.329 1.285
H 3.016 2.988 1.249
C 2.414 -3.633 2.503
O 1.395 -3.191 2.987
N 3.582 -3.602 3.032
N 2.559 -4.222 1.353
H 3.655 -3.136 3.925
H 4.384 -4.039 2.600
H 1.724 -4.627 0.956
H 3.528 -4.428 1.156
C -7.613 -1.371 0.913
O -7.700 -1.275 2.172
N -6.780 -2.072 0.276
N -8.415 -0.720 0.056
H -6.026 -2.576 0.721
H -6.706 -2.023 -0.730
H -8.095 -0.861 -0.891
H -9.171 -0.087 0.277
```

This record from OMol25 describes C20H9Br4ClI2MoN3O6S as an isolated structure in a non-equilibrium geometry. The level of theory is ωB97M-V with the def2-TZVPD basis set.

The calculation puts the HOMO energy (spin up / spin down) at -11.4025 / -11.4811 eV. As for the total charge: +1. The HOMO-LUMO gap (spin up / spin down) is 5.924 / 5.978 eV. Its expectation value of S² is 2.059. Its multiplicity is 3. The value obtained for the total energy is -13201.01054 Eh.

The geometry in XYZ format:
```
47
C20H9Br4ClI2MoN3O6S | OMol25 | ωB97M-V with the def2-TZVPD basis set
Mo -1.081 0.731 0.318
Br -8.019 1.323 0.391
C -6.201 1.408 0.823
C -5.787 2.102 1.985
Br -7.040 2.932 3.104
C -4.438 2.172 2.307
Br -3.751 3.059 3.811
C -3.550 1.544 1.457
O -2.203 1.496 1.579
C -3.937 0.868 0.314
O -2.909 0.345 -0.373
C -5.279 0.785 -0.016
Br -5.731 -0.156 -1.567
O 1.531 -2.081 -4.881
C 2.552 -2.436 -4.103
O 3.388 -3.196 -4.497
C 2.623 -1.862 -2.712
C 3.706 -2.037 -1.874
Cl 5.067 -2.998 -2.147
N 3.448 -1.380 -0.699
N 2.238 -0.827 -0.718
C 1.738 -1.095 -1.909
C 0.399 -0.567 -2.205
O -0.178 -0.575 -3.244
O -0.246 -0.021 -1.092
C 4.226 -1.244 0.559
C 3.624 -2.132 1.601
C 4.327 -2.492 2.676
C 5.701 -2.028 2.849
C 6.360 -1.515 1.811
C 5.722 -1.499 0.446
H 0.905 -1.486 -4.431
H 2.590 -2.422 1.457
H 3.874 -3.111 3.439
H 6.183 -2.130 3.813
H 7.395 -1.212 1.888
H 5.862 -2.492 0.020
I 3.998 0.857 1.288
I 6.771 -0.221 -0.900
S 0.840 1.743 4.127
C 0.800 3.161 3.170
C 0.553 2.849 1.883
N 0.408 1.488 1.654
C 0.553 0.802 2.775
H 0.950 4.138 3.601
H 0.481 3.544 1.062
H 0.521 -0.278 2.816
```